{"formula": "C24H33B2F4N5O8SiV", "method": "ωB97M-V with the def2-TZVPD basis set", "energy_ev": -95049.824, "multiplicity": 2, "total_charge": 0, "e_homo_ha": [-0.3144, -0.3145], "symbols": ["V", "C", "C", "N", "O", "B", "F", "F", "O", "N", "C", "C", "C", "N", "O", "B", "F", "F", "O", "N", "C", "C", "C", "H", "H", "H", "H", "H", "H", "H", "H", "H", "H", "H", "H", "C", "C", "C", "C", "N", "C", "C", "H", "H", "H", "H", "H", "H", "H", "O", "C", "C", "C", "C", "C", "C", "C", "O", "O", "H", "H", "H", "H", "H", "C", "Si", "C", "C", "O", "H", "H", "H", "H", "H", "H", "H", "H", "H"], "xyz": [[0.353, 0.399, -0.101], [1.487, 2.953, 3.003], [0.897, 1.880, 2.148], [1.501, 1.414, 1.094], [2.729, 1.893, 0.858], [3.301, 1.890, -0.512], [4.622, 1.538, -0.395], [3.182, 3.136, -1.062], [2.633, 0.931, -1.446], [2.001, -0.110, -0.919], [2.238, -1.308, -1.351], [3.305, -1.649, -2.339], [1.296, -2.229, -0.784], [0.428, -1.641, -0.020], [-0.511, -2.426, 0.522], [-0.846, -1.999, 1.905], [-1.664, -2.907, 2.485], [0.361, -1.842, 2.593], [-1.520, -0.661, 1.862], [-0.560, 0.234, 1.575], [-0.308, 1.164, 2.444], [-1.168, 1.349, 3.650], [1.279, -3.701, -1.031], [2.307, 2.543, 3.590], [0.749, 3.376, 3.676], [1.903, 3.731, 2.364], [4.061, -0.864, -2.320], [2.879, -1.701, -3.343], [3.758, -2.610, -2.107], [-1.540, 0.367, 3.944], [-2.029, 1.969, 3.393], [-0.637, 1.810, 4.478], [1.822, -3.965, -1.934], [0.244, -4.032, -1.104], [1.724, -4.214, -0.177], [-7.014, -0.183, 0.083], [-5.550, -0.410, -0.118], [-4.935, -1.588, 0.287], [-3.583, -1.764, 0.031], [-2.868, -0.849, -0.584], [-3.418, 0.286, -0.957], [-4.759, 0.556, -0.734], [-7.453, -0.998, 0.648], [-7.514, -0.121, -0.882], [-7.193, 0.753, 0.607], [-5.491, -2.361, 0.795], [-3.062, -2.657, 0.344], [-2.762, 0.994, -1.443], [-5.179, 1.498, -1.050], [0.759, 2.025, -5.136], [0.261, 0.795, -5.249], [0.174, 0.216, -6.521], [-0.337, -1.054, -6.673], [-0.779, -1.780, -5.572], [-0.698, -1.225, -4.310], [-0.187, 0.058, -4.136], [-0.101, 0.651, -2.770], [0.368, 1.800, -2.638], [-0.512, -0.060, -1.811], [0.770, 2.239, -4.162], [0.514, 0.791, -7.367], [-0.397, -1.487, -7.660], [-1.194, -2.766, -5.704], [-1.033, -1.759, -3.431], [-2.299, 3.675, -2.188], [-0.981, 3.540, -0.798], [0.506, 4.632, -1.418], [-1.456, 4.669, 0.731], [-0.713, 2.123, -0.198], [-2.320, 4.676, -2.606], [-3.301, 3.450, -1.833], [-2.071, 2.994, -3.004], [0.190, 5.660, -1.550], [0.840, 4.211, -2.356], [1.324, 4.580, -0.712], [-2.062, 5.497, 0.385], [-0.562, 5.058, 1.203], [-2.015, 4.094, 1.459]], "mulliken_spin": [1.09, 0.00, 0.02, -0.05, 0.00, 0.02, 0.00, 0.00, 0.00, 0.00, 0.00, 0.00, 0.02, -0.06, 0.01, 0.00, 0.00, 0.00, 0.00, -0.04, 0.02, 0.00, 0.00, 0.00, 0.00, 0.00, 0.00, 0.00, 0.00, 0.00, 0.00, 0.00, 0.00, 0.00, 0.00, 0.00, 0.00, 0.00, 0.00, 0.01, 0.00, 0.00, 0.00, 0.00, 0.00, 0.00, 0.00, 0.00, 0.00, 0.00, 0.00, 0.00, 0.00, 0.00, 0.00, 0.00, -0.02, 0.00, 0.00, 0.00, 0.00, 0.00, 0.00, 0.00, 0.00, 0.00, 0.00, 0.00, -0.04, 0.00, 0.00, 0.00, 0.00, 0.00, 0.00, 0.00, 0.00, 0.00]}

---

{"formula": "C38H54N2S2Sb2Si2Sn", "method": "ωB97M-V with the def2-TZVPD basis set", "energy_ev": -99596.227, "multiplicity": 1, "total_charge": -2, "e_homo_ha": -0.0576, "symbols": ["Sn", "C", "N", "C", "C", "N", "C", "C", "C", "C", "C", "C", "C", "S", "C", "C", "C", "C", "C", "C", "S", "H", "H", "H", "H", "H", "H", "H", "H", "H", "H", "H", "H", "H", "H", "H", "H", "H", "H", "C", "Sb", "C", "C", "C", "C", "C", "C", "C", "C", "C", "Sb", "C", "C", "H", "H", "H", "H", "H", "H", "H", "H", "H", "H", "H", "H", "H", "H", "H", "H", "H", "H", "H", "H", "C", "Si", "C", "C", "C", "C", "C", "C", "C", "Si", "C", "C", "H", "H", "H", "H", "H", "H", "H", "H", "H", "H", "H", "H", "H", "H", "H", "H"], "xyz": [[0.552, -1.605, 1.229], [-1.278, 1.913, 3.400], [-0.488, 2.634, 2.414], [0.895, 2.909, 2.804], [2.008, 2.156, 2.054], [2.257, 0.739, 2.333], [3.313, 0.279, 1.440], [2.593, 0.436, 3.703], [3.571, 1.197, 4.342], [4.004, 0.927, 5.628], [3.453, -0.151, 6.306], [2.488, -0.922, 5.693], [2.030, -0.669, 4.384], [0.831, -1.799, 3.812], [-1.215, 3.778, 1.946], [-0.956, 5.024, 2.511], [-1.651, 6.172, 2.156], [-2.671, 6.080, 1.226], [-2.961, 4.855, 0.652], [-2.259, 3.678, 0.969], [-2.723, 2.237, 0.118], [-1.572, 2.562, 4.245], [-0.716, 1.074, 3.793], [-2.180, 1.527, 2.922], [1.040, 2.752, 3.881], [1.091, 3.963, 2.588], [2.945, 2.722, 2.225], [1.770, 2.232, 0.990], [4.240, 0.867, 1.551], [3.531, -0.767, 1.655], [2.966, 0.362, 0.406], [4.008, 2.039, 3.817], [4.774, 1.540, 6.082], [3.783, -0.391, 7.311], [2.059, -1.776, 6.202], [-0.178, 5.114, 3.262], [-1.400, 7.121, 2.615], [-3.243, 6.960, 0.951], [-3.743, 4.779, -0.092], [-3.462, -2.162, -4.702], [-2.247, -0.931, -3.355], [-0.682, -0.919, -4.867], [-3.387, 0.865, -3.975], [-2.715, 1.816, -4.898], [-2.740, 1.537, -6.266], [-2.142, 2.360, -7.206], [-1.493, 3.509, -6.786], [-1.470, 3.818, -5.436], [-2.067, 3.006, -4.469], [-1.950, 3.412, -3.045], [-0.401, 2.283, -1.941], [0.459, 4.137, -1.195], [1.012, 2.466, -3.649], [-3.118, -3.197, -4.675], [-3.372, -1.782, -5.721], [-4.508, -2.139, -4.398], [-0.826, -0.093, -5.562], [-0.729, -1.863, -5.409], [0.296, -0.825, -4.397], [-3.673, 1.331, -3.033], [-4.271, 0.432, -4.441], [-3.250, 0.636, -6.593], [-2.181, 2.108, -8.259], [-1.006, 4.157, -7.504], [-0.969, 4.723, -5.109], [-2.865, 3.273, -2.476], [-1.642, 4.456, -2.969], [0.550, 4.837, -2.026], [1.448, 3.948, -0.775], [-0.173, 4.570, -0.425], [1.237, 3.513, -3.864], [0.602, 2.009, -4.550], [1.947, 1.954, -3.401], [3.515, -3.876, -0.290], [2.285, -3.634, 1.173], [3.465, -3.787, 2.685], [1.367, -5.324, 1.245], [2.077, -6.527, 1.268], [1.430, -7.752, 1.324], [0.041, -7.790, 1.341], [-0.676, -6.603, 1.322], [-0.037, -5.361, 1.285], [-1.044, -3.713, 1.265], [-2.386, -3.974, 2.610], [-2.000, -3.892, -0.388], [4.251, -4.657, -0.079], [4.057, -2.950, -0.499], [2.976, -4.156, -1.198], [4.067, -4.702, 2.657], [2.884, -3.787, 3.606], [4.150, -2.934, 2.737], [3.164, -6.508, 1.250], [1.998, -8.677, 1.358], [-0.473, -8.746, 1.376], [-1.762, -6.648, 1.337], [-2.883, -4.944, 2.529], [-3.146, -3.194, 2.519], [-1.951, -3.896, 3.609], [-2.767, -4.671, -0.348], [-1.303, -4.147, -1.190], [-2.480, -2.946, -0.652]], "lowdin_charge": [0.51, -0.08, -0.14, -0.17, -0.18, -0.21, -0.14, -0.27, -0.05, -0.12, -0.12, -0.15, -0.60, 0.47, -0.29, -0.07, -0.14, -0.14, -0.17, -0.70, 0.40, 0.09, 0.06, 0.06, 0.12, 0.09, 0.10, 0.10, 0.09, 0.05, 0.07, 0.10, 0.08, 0.09, 0.08, 0.10, 0.08, 0.08, 0.08, -0.37, 1.30, -0.34, -0.33, -0.29, -0.09, -0.12, -0.11, -0.08, -0.29, -0.34, 1.21, -0.32, -0.36, -0.02, -0.01, -0.01, -0.02, -0.01, -0.01, 0.03, 0.05, 0.10, 0.09, 0.09, 0.11, 0.01, 0.05, -0.01, -0.01, -0.02, -0.02, -0.03, -0.02, -0.25, 0.39, -0.26, -0.31, -0.12, -0.12, -0.12, -0.12, -0.31, 0.37, -0.24, -0.26, 0.01, 0.00, 0.01, 0.01, -0.01, 0.01, 0.08, 0.08, 0.08, 0.09, 0.00, 0.02, 0.01, 0.01, 0.01, -0.03]}

---

{"formula": "C8H14N4", "method": "ωB97M-V with the def2-TZVPD basis set", "smiles": "NC1CCCC1.c1ncncn1", "energy_ev": -14483.288, "multiplicity": 1, "total_charge": 0, "e_above_lowest_kj_mol": 163.0, "e_homo_ha": -0.3377, "symbols": ["N", "C", "C", "C", "C", "C", "H", "H", "H", "H", "H", "H", "H", "H", "H", "H", "H", "C", "N", "C", "N", "C", "N", "H", "H", "H"], "xyz": [[-2.963, 0.836, -1.648], [-1.943, 0.568, -0.642], [-1.618, 1.678, 0.367], [-0.825, 0.957, 1.466], [-1.368, -0.499, 1.474], [-2.322, -0.602, 0.269], [-3.822, 1.132, -1.184], [-2.674, 1.620, -2.237], [-1.042, 0.308, -1.179], [-2.562, 2.072, 0.772], [-1.070, 2.519, -0.080], [0.242, 0.960, 1.229], [-0.925, 1.443, 2.445], [-1.888, -0.735, 2.408], [-0.562, -1.212, 1.394], [-3.365, -0.468, 0.589], [-2.277, -1.570, -0.250], [1.385, 0.030, -1.098], [1.025, -1.211, -0.766], [1.827, -1.785, 0.123], [2.905, -1.236, 0.676], [3.155, 0.005, 0.261], [2.437, 0.694, -0.622], [0.761, 0.556, -1.825], [1.578, -2.816, 0.435], [4.038, 0.508, 0.688]], "lowdin_charge": [0.04, -0.44, -0.16, -0.18, -0.18, -0.16, 0.07, 0.07, 0.09, 0.11, 0.11, 0.08, 0.10, 0.10, 0.07, 0.11, 0.11, -0.21, 0.11, -0.21, 0.10, -0.20, 0.10, 0.11, 0.12, 0.12]}

---

{"formula": "C14H36Cl2GeOPdS3Si3", "method": "ωB97M-V with the def2-TZVPD basis set", "energy_ev": -158324.700, "multiplicity": 2, "total_charge": 1, "e_above_lowest_kj_mol": 75.0, "e_homo_ha": [-0.3987, -0.4036], "symbols": ["Pd", "S", "C", "S", "S", "C", "Si", "C", "C", "Ge", "Si", "C", "C", "C", "Si", "C", "C", "C", "H", "H", "H", "H", "H", "H", "H", "H", "H", "H", "H", "H", "H", "H", "H", "H", "H", "H", "H", "H", "H", "H", "H", "H", "H", "H", "H", "Cl", "C", "Cl", "H", "H", "C", "C", "C", "O", "H", "H", "H", "H", "H", "H", "H"], "xyz": [[2.164, -0.697, -1.211], [6.041, -0.019, 0.945], [4.623, -0.257, 0.232], [3.913, -1.757, -0.295], [3.416, 0.914, -0.239], [1.014, 2.073, 3.111], [0.918, 0.274, 2.653], [-0.273, -0.708, 3.710], [2.545, -0.601, 2.852], [-0.005, 0.007, 0.365], [-2.245, 1.509, 1.008], [-1.594, 3.247, 0.952], [-3.333, 1.036, -0.425], [-3.094, 1.101, 2.609], [-0.939, -2.132, -0.344], [-1.734, -2.131, -2.033], [0.342, -3.480, -0.127], [-2.273, -2.406, 0.945], [1.559, 2.158, 4.055], [0.031, 2.521, 3.251], [1.554, 2.653, 2.361], [0.006, -0.555, 4.757], [-0.156, -1.775, 3.508], [-1.323, -0.453, 3.609], [2.778, -0.536, 3.921], [3.379, -0.165, 2.308], [2.467, -1.660, 2.598], [-0.605, 3.309, 0.502], [-1.569, 3.695, 1.945], [-2.276, 3.836, 0.332], [-2.782, 0.912, -1.350], [-4.043, 1.859, -0.569], [-3.913, 0.136, -0.218], [-2.560, 1.449, 3.491], [-3.341, 0.045, 2.718], [-4.042, 1.654, 2.558], [-1.052, -1.910, -2.856], [-2.562, -1.421, -2.071], [-2.149, -3.129, -2.204], [1.268, -3.342, -0.684], [-0.083, -4.440, -0.434], [0.614, -3.560, 0.929], [-3.105, -1.710, 0.826], [-1.890, -2.309, 1.961], [-2.676, -3.418, 0.842], [3.380, -0.264, -4.303], [2.777, -1.897, -4.508], [1.581, -2.338, -3.237], [3.594, -2.602, -4.428], [2.256, -1.974, -5.453], [1.157, 2.685, -2.457], [0.477, 1.358, -2.185], [-0.641, 1.103, -3.174], [-0.008, 1.358, -0.835], [1.565, 2.703, -3.469], [1.963, 2.877, -1.755], [0.422, 3.487, -2.367], [1.221, 0.542, -2.338], [-1.395, 1.886, -3.080], [-1.110, 0.133, -3.011], [-0.252, 1.127, -4.193]], "mulliken_spin": [0.04, 0.02, -0.01, 0.02, 0.00, 0.00, 0.04, 0.01, 0.03, 0.28, 0.30, 0.05, 0.07, 0.05, -0.05, 0.00, 0.01, 0.03, 0.00, 0.00, 0.00, 0.00, 0.00, 0.00, 0.01, -0.01, 0.00, 0.00, 0.00, 0.01, -0.01, 0.01, 0.00, 0.00, -0.01, 0.02, 0.00, 0.00, 0.00, 0.00, 0.00, 0.00, -0.01, 0.00, 0.00, 0.00, 0.00, 0.00, 0.00, 0.00, 0.00, 0.00, 0.01, 0.08, 0.00, 0.00, 0.00, 0.01, 0.00, 0.00, 0.00]}